# 1
A molecular structure, C24H49Cl42I2O3P2S, computed with ωB97M-V/def2-TZVPD.

```
123
Properties=species:S:1:pos:R:3:forces:R:3:lowdin_charge:R:1
C -4.067 -1.253 3.992 0.2 0.3 0.9 -0.1567
C -2.971 -0.492 4.696 0.0 -0.1 -0.3 -0.8685
I -3.354 0.298 6.605 -0.2 -0.2 -0.6 0.9581
C -1.766 -0.313 4.130 0.3 0.6 0.8 -1.1126
I -0.192 0.749 5.064 -0.3 -0.1 -0.7 0.8924
S -1.283 -0.949 2.545 1.4 0.4 0.1 0.6536
P -2.589 -0.090 1.028 -1.6 0.3 0.2 0.7256
P -2.270 -1.526 -0.608 0.2 -1.1 -1.4 0.1973
O -3.538 -2.043 -1.120 -0.5 0.4 0.6 -0.2904
O -1.370 -0.870 -1.729 0.4 -0.3 0.9 -0.1767
O -1.400 -2.763 -0.005 -0.1 0.8 0.7 -0.2124
H -3.624 -2.019 3.369 -0.2 -0.2 -0.3 0.0467
H -4.706 -1.723 4.733 -0.1 -0.1 -0.1 0.0734
H -4.674 -0.563 3.411 -0.1 0.0 -0.2 0.0872
H -1.623 -2.256 2.557 -0.4 0.3 0.0 -0.0173
H -1.893 1.109 0.715 0.6 -0.5 0.0 -0.1316
H -1.161 -1.588 -2.370 0.1 0.2 -0.2 -0.0002
H -2.003 -3.291 0.549 0.2 -0.2 -0.5 0.0767
C -0.544 2.985 -1.720 0.1 0.0 -0.1 -1.0076
Cl -1.826 2.834 -2.925 0.0 -0.1 0.0 0.5308
Cl -1.182 3.568 -0.174 0.1 -0.1 0.1 0.5007
H -0.089 2.013 -1.569 -0.1 0.0 0.0 0.0176
H 0.192 3.696 -2.077 -0.1 0.1 0.0 0.0116
C -3.900 1.326 10.734 0.0 0.0 0.1 -1.0097
Cl -5.551 0.996 10.201 0.0 0.0 0.0 0.5072
Cl -3.084 2.466 9.651 0.1 -0.1 0.0 0.4753
H -3.929 1.752 11.729 -0.1 0.1 0.0 0.0305
H -3.343 0.397 10.739 0.0 0.0 -0.1 0.0276
C 3.097 -1.954 4.701 0.2 0.0 0.4 -1.0385
Cl 1.889 -2.174 3.416 0.0 -0.1 -0.1 0.4792
Cl 2.409 -1.255 6.170 0.1 -0.4 0.0 0.4480
H 3.528 -2.929 4.920 -0.5 0.4 0.1 -0.0755
H 3.867 -1.285 4.338 -0.1 0.1 -0.1 -0.0533
C -0.889 -6.389 -0.852 -0.1 0.1 0.0 -1.0429
Cl -0.571 -7.522 0.468 0.0 0.0 0.0 0.5170
Cl -0.064 -6.849 -2.340 0.0 0.0 -0.1 0.5308
H -1.956 -6.366 -1.042 0.0 -0.1 0.0 0.0292
H -0.537 -5.407 -0.558 0.1 0.0 0.0 -0.0015
C -0.061 4.778 9.254 0.1 -0.1 0.0 -1.0436
Cl 1.511 4.652 10.046 -0.1 0.0 0.0 0.5231
Cl -0.220 3.609 7.928 -0.1 -0.1 -0.1 0.4892
H -0.838 4.584 9.985 0.0 -0.1 0.0 0.0102
H -0.167 5.775 8.852 0.1 -0.2 -0.2 -0.0727
C -0.140 5.576 4.851 0.0 0.0 0.1 -1.0563
Cl -0.881 5.483 3.246 0.0 0.0 0.0 0.4927
Cl 1.582 5.959 4.764 0.0 0.0 0.0 0.5068
H -0.643 6.351 5.417 0.0 0.1 -0.1 -0.0178
H -0.255 4.620 5.344 0.0 0.0 -0.1 -0.0404
C 4.651 -5.308 2.308 0.0 -0.1 -0.2 -0.9674
Cl 4.766 -4.465 3.863 0.3 -0.4 -0.2 0.5890
Cl 5.721 -4.575 1.108 -0.2 -0.2 0.2 0.5056
H 4.934 -6.344 2.452 0.1 0.0 0.1 0.0305
H 3.629 -5.242 1.954 0.0 0.1 0.0 0.0243
C -2.625 5.636 -5.538 0.0 0.0 0.1 -1.0091
Cl -3.421 5.552 -7.114 0.0 0.0 0.0 0.5439
Cl -0.910 6.026 -5.687 0.0 0.0 -0.1 0.4963
H -3.107 6.406 -4.946 0.0 0.1 -0.1 0.0339
H -2.720 4.674 -5.050 0.0 0.0 -0.1 -0.0148
C 8.585 -3.977 -1.678 0.0 -0.1 0.0 -1.0076
Cl 7.757 -2.958 -0.490 0.3 0.0 -0.2 0.4566
Cl 9.213 -3.028 -3.027 0.0 0.0 0.0 0.5200
H 9.412 -4.477 -1.189 0.0 0.1 0.0 0.0286
H 7.880 -4.705 -2.063 -0.1 0.1 0.0 0.0265
C -6.265 3.719 -8.308 0.0 0.0 0.0 -1.0589
Cl -7.559 3.561 -9.499 0.0 0.0 0.0 0.5139
Cl -6.866 4.315 -6.755 0.0 0.0 0.0 0.4862
H -5.813 2.747 -8.155 -0.1 0.0 0.0 0.0265
H -5.530 4.419 -8.686 -0.1 0.1 0.0 -0.0469
C -1.673 5.282 -10.430 0.2 0.0 0.1 -1.0068
Cl -0.981 6.498 -11.507 0.0 -0.1 0.0 0.5285
Cl -3.393 5.009 -10.756 -0.1 0.0 0.0 0.5229
H -1.143 4.348 -10.574 0.0 0.0 -0.1 0.0296
H -1.568 5.621 -9.406 -0.1 0.1 0.0 -0.0137
C 2.011 -10.131 -2.541 0.0 0.0 0.1 -1.0283
Cl 1.315 -11.357 -3.608 0.0 0.0 0.0 0.5296
Cl 3.682 -9.754 -2.971 0.0 0.0 0.0 0.5070
H 1.420 -9.228 -2.620 0.0 0.0 -0.1 -0.0350
H 1.989 -10.506 -1.525 0.0 -0.1 0.0 0.0265
C -1.881 -11.231 -5.588 0.1 0.1 0.0 -1.0480
Cl -3.119 -11.244 -4.326 0.0 0.0 0.0 0.5041
Cl -2.467 -11.967 -7.087 0.0 0.0 -0.1 0.5214
H -1.609 -10.204 -5.800 -0.1 -0.1 0.0 -0.0518
H -1.022 -11.788 -5.239 -0.1 -0.1 0.0 -0.0178
C -0.429 8.877 8.796 -0.1 0.1 0.0 -0.9708
Cl -0.023 7.783 10.124 0.0 0.5 0.2 0.5705
Cl 0.231 8.305 7.256 0.0 0.0 0.0 0.5426
H -1.507 8.936 8.711 0.0 -0.1 0.0 0.0303
H -0.016 9.855 9.011 0.1 0.0 0.0 0.0297
C 0.875 8.085 -2.536 0.1 0.1 0.0 -1.0170
Cl -0.335 6.820 -2.265 0.0 -0.1 0.2 0.4843
Cl 0.204 9.447 -3.433 0.0 0.0 0.0 0.5161
H 1.226 8.438 -1.574 -0.1 0.0 0.0 0.0255
H 1.695 7.663 -3.104 -0.1 0.0 -0.1 0.0261
C -3.288 5.763 -14.540 0.0 0.0 0.0 -1.0442
Cl -4.161 4.505 -15.423 0.0 0.0 0.0 0.5019
Cl -1.698 6.080 -15.243 0.0 0.0 0.0 0.4921
H -3.869 6.677 -14.573 0.0 0.0 -0.1 0.0283
H -3.154 5.439 -13.516 0.0 -0.1 0.0 -0.0469
C -1.445 -8.891 -8.952 0.0 -0.1 -0.1 -1.0196
Cl -1.471 -8.158 -7.339 0.0 0.1 0.0 0.5182
Cl -0.285 -8.088 -10.014 0.0 0.0 0.0 0.5180
H -1.167 -9.933 -8.853 0.1 0.0 0.1 -0.0013
H -2.434 -8.805 -9.385 0.0 0.1 0.0 0.0300
C 5.650 -0.733 1.805 0.0 0.0 -0.1 -1.0170
Cl 5.751 0.122 3.356 0.0 -0.1 -0.2 0.5192
Cl 6.718 -0.030 0.589 -0.1 0.1 0.1 0.5126
H 5.932 -1.768 1.961 0.1 0.0 0.1 -0.0178
H 4.629 -0.673 1.446 0.0 0.1 0.0 0.0252
C 3.970 1.780 10.777 0.0 0.1 0.0 -1.0330
Cl 2.878 1.915 12.159 0.1 0.0 0.0 0.5042
Cl 3.242 0.873 9.445 0.0 0.0 0.0 0.4895
H 4.209 2.776 10.422 -0.1 0.0 0.0 0.0037
H 4.869 1.266 11.095 -0.1 -0.1 0.0 0.0270
C 5.864 2.139 6.989 0.1 0.0 0.0 -0.9970
Cl 5.027 3.657 7.333 0.0 0.0 0.0 0.5161
Cl 4.765 0.926 6.322 0.1 0.1 0.1 0.4517
H 6.653 2.329 6.270 -0.1 0.0 -0.1 0.0274
H 6.282 1.754 7.911 -0.1 0.0 0.0 0.0243
C -2.474 -3.469 -4.393 -0.3 -0.1 -0.2 -0.9843
Cl -0.947 -3.601 -3.486 0.0 0.2 0.2 0.5629
Cl -2.470 -4.545 -5.784 0.0 0.0 0.0 0.5490
H -3.292 -3.742 -3.736 0.1 0.0 0.1 0.0300
H -2.591 -2.447 -4.731 0.1 0.0 0.0 0.0346
```
Forces are in eV/Å.

Summary:
**F_max**: 0.035 Eh/bohr
**Molar mass**: 2222.50 g mol⁻¹
**Orbital gap**: 7.37 eV
**HOMO energy**: -11.56 eV
**Net charge**: +1
**Total energy**: -603375.26267 eV
**LUMO energy**: -4.196 eV



# 2
A molecular structure, C24H49CrN2O6P2, computed with ωB97M-V/def2-TZVPD.

```
84
Properties=species:S:1:pos:R:3:forces:R:3:lowdin_charge:R:1
Cr 1.242 1.118 1.266 0.0 0.1 -0.1 0.7963
C 1.398 3.202 2.063 0.0 0.0 0.0 -0.1136
C 2.568 2.930 1.336 0.0 0.0 0.0 -0.1175
C 3.231 1.834 1.952 0.0 0.0 0.0 -0.1237
C 2.478 1.460 3.090 0.0 0.0 0.0 -0.1180
C 1.330 2.283 3.147 0.0 0.0 0.0 -0.1194
H 0.655 3.946 1.822 0.0 0.0 0.0 0.1357
H 2.890 3.428 0.436 0.0 0.0 0.0 0.1261
H 4.158 1.392 1.625 0.0 0.0 0.0 0.1307
H 2.710 0.654 3.768 0.0 0.0 0.0 0.1305
H 0.543 2.228 3.883 0.0 0.0 0.0 0.1331
C 0.698 -2.522 -3.647 0.0 0.0 0.0 -0.0327
C 1.238 -1.156 -4.001 0.0 0.0 0.0 -0.3756
C 0.328 -0.362 -4.911 0.0 0.0 0.0 -0.0317
O 1.550 -0.437 -2.742 0.0 0.0 0.0 -0.1483
P 0.718 0.532 -1.865 0.0 0.0 0.0 0.4827
O 1.574 0.898 -0.684 0.0 0.0 0.0 -0.3124
C -0.798 -0.272 -1.321 0.0 0.0 0.0 -0.1788
P -1.668 0.667 -0.055 0.0 -0.1 0.1 0.4968
O -0.720 1.237 0.963 0.0 0.0 0.0 -0.3011
O -2.459 1.846 -0.685 0.0 0.0 0.0 -0.1531
C -3.626 1.673 -1.585 0.0 0.0 0.0 -0.4023
C -4.771 2.446 -0.976 0.0 0.0 0.0 -0.0215
C -3.226 2.172 -2.954 0.0 0.0 0.0 -0.0239
O -2.642 -0.405 0.523 0.0 0.0 0.0 -0.1686
C -3.533 -0.116 1.677 0.0 0.0 0.0 -0.3994
C -2.853 -0.628 2.926 0.0 0.0 0.0 -0.0300
C -4.849 -0.791 1.384 0.0 0.0 0.0 -0.0239
O 0.170 1.738 -2.670 0.0 0.0 0.0 -0.1856
C 0.846 3.006 -3.039 0.0 0.0 0.0 -0.3694
C 2.326 2.803 -3.276 0.0 0.0 0.0 -0.0293
C 0.526 4.014 -1.961 0.0 0.0 0.0 -0.0138
H 0.633 -3.128 -4.550 0.0 0.0 0.0 0.1012
H -0.305 -2.458 -3.219 0.0 0.0 0.0 0.0780
H 1.359 -3.031 -2.945 0.0 0.0 0.0 0.0898
H 2.224 -1.249 -4.451 0.0 0.0 0.0 0.1518
H -0.672 -0.244 -4.489 0.0 0.0 0.0 0.0775
H 0.227 -0.907 -5.849 0.0 0.0 0.0 0.1055
H 0.736 0.622 -5.138 0.0 0.0 0.0 0.0831
H -0.525 -1.236 -0.883 0.0 0.0 0.0 0.0935
H -1.463 -0.455 -2.168 0.0 0.0 0.0 0.0905
H -3.858 0.605 -1.612 0.0 0.0 0.0 0.1366
H -4.515 3.502 -0.899 0.0 0.0 0.0 0.1006
H -5.022 2.072 0.016 0.0 0.0 0.0 0.0749
H -5.653 2.350 -1.609 0.0 0.0 0.0 0.1032
H -2.973 3.232 -2.909 0.0 0.0 0.0 0.0967
H -4.060 2.050 -3.644 0.0 0.0 0.0 0.1021
H -2.368 1.625 -3.346 0.0 0.0 0.0 0.0634
H -3.654 0.968 1.725 0.0 0.0 0.0 0.1392
H -2.694 -1.705 2.852 0.0 0.0 0.0 0.0873
H -3.486 -0.438 3.792 0.0 0.0 0.0 0.1037
H -1.900 -0.122 3.089 0.0 0.0 0.0 0.0717
H -4.711 -1.869 1.288 0.0 0.0 0.0 0.0980
H -5.294 -0.411 0.465 0.0 0.0 0.0 0.0803
H -5.545 -0.605 2.202 0.0 0.0 0.0 0.1030
H 0.348 3.271 -3.969 0.0 0.0 0.0 0.1508
H 2.840 2.517 -2.357 0.0 0.0 0.0 0.0819
H 2.755 3.741 -3.627 0.0 0.0 0.0 0.1040
H 2.513 2.047 -4.038 0.0 0.0 0.0 0.0855
H 0.984 3.717 -1.016 0.0 0.0 0.0 0.0658
H -0.551 4.100 -1.817 0.0 0.0 0.0 0.0860
H 0.917 4.992 -2.243 0.0 0.0 0.0 0.1042
C 3.547 -4.077 3.299 0.0 0.0 0.0 -0.0461
C 2.575 -4.168 2.132 0.0 0.0 0.0 -0.1782
N 1.584 -3.075 2.100 0.0 0.0 0.0 -0.0521
C 0.289 -3.326 2.749 0.0 0.0 0.0 -0.1815
C 0.204 -2.812 4.182 0.0 0.0 0.0 -0.0500
C 1.863 -1.868 1.608 0.0 0.0 0.0 -0.3631
C 3.186 -1.621 0.947 0.0 0.0 0.0 0.0257
N 1.013 -0.860 1.658 0.1 0.0 0.0 0.0547
H 4.235 -4.921 3.266 0.0 0.0 0.0 0.0918
H 3.026 -4.109 4.255 0.0 0.0 0.0 0.0727
H 4.141 -3.164 3.263 0.0 0.0 0.0 0.0714
H 2.009 -5.095 2.191 0.0 0.0 0.0 0.1236
H 3.108 -4.199 1.185 0.0 0.0 0.0 0.1108
H 0.127 -4.401 2.727 0.0 0.0 0.0 0.1263
H -0.499 -2.895 2.125 0.0 0.0 0.0 0.1093
H 0.916 -3.327 4.824 0.0 0.0 0.0 0.0746
H -0.794 -2.990 4.584 0.0 0.0 0.0 0.0864
H 0.409 -1.742 4.246 0.0 0.0 0.0 0.0702
H 3.512 -2.467 0.348 0.0 0.0 0.0 0.0921
H 3.953 -1.437 1.701 0.0 0.0 0.0 0.1016
H 3.110 -0.751 0.301 0.0 0.0 0.0 0.0651
H 0.163 -1.070 2.169 0.0 0.0 0.0 0.0471
```
Forces are in eV/Å.

Summary:
**2S+1**: 4
**Energy relative to the best compared isomer or geometry (same formula, charge and spin)**: 0.3 kcal per mole
**F_max**: 0.002 Eh/bohr
**Molar mass**: 575.61 g mol⁻¹
**Orbital gap (alpha / beta)**: 9.38 / 10.03 eV
**HOMO energy (alpha / beta)**: -14.65 / -14.77 eV
**Net charge**: +2
**Total energy**: -87942.68012 eV
**LUMO energy (alpha / beta)**: -5.274 / -4.742 eV